Below is 16 unconnected molecules or ions with the total composition C50H141N9O23 at a distorted geometry, with properties calculated with the ωB97M-V functional and the def2-TZVPD basis.

The geometry in XYZ format:
```
223
Properties=species:S:1:pos:R:3
C -12.4997 -14.1696 12.6850
C -11.2340 -14.4858 11.9986
C -10.7816 -13.2075 11.2517
O -9.5993 -13.4628 10.5341
C -8.9857 -12.3171 9.9735
N -10.1722 -14.7926 13.0084
H -12.4317 -13.3191 13.3942
H -12.9434 -14.9944 13.3379
H -13.2377 -13.9349 11.8942
H -11.1769 -15.2869 11.2849
H -10.6374 -12.4608 12.0663
H -11.5672 -12.8303 10.5429
H -9.6158 -11.6355 9.4289
H -8.2190 -12.7455 9.2737
H -8.4451 -11.7688 10.7485
H -9.2435 -14.8915 12.5950
H -10.5010 -15.6901 13.3823
C -20.4951 -24.2524 13.0901
C -21.3924 -23.2680 12.3407
C -21.4920 -21.9947 13.1304
O -21.5868 -22.1118 14.5430
C -21.9199 -20.8348 15.1055
N -20.8183 -22.9021 11.0235
H -20.9417 -24.4177 14.0669
H -19.5944 -23.6933 13.2562
H -20.4142 -25.1579 12.5191
H -22.4318 -23.6181 12.2242
H -22.3142 -21.3941 12.7142
H -20.6450 -21.3776 12.7593
H -21.1604 -20.0845 14.7209
H -21.9708 -20.9326 16.1896
H -22.8999 -20.5619 14.7500
H -19.8391 -22.5724 11.1511
H -20.7867 -23.6636 10.4027
C -14.4145 -15.1877 16.2269
C -15.7665 -15.3700 16.8130
C -15.6192 -15.4103 18.2897
O -16.8693 -15.9092 18.8199
C -16.9558 -15.8271 20.1667
N -16.6084 -14.2331 16.4073
H -14.2520 -14.1017 16.2833
H -14.5512 -15.5569 15.2088
H -13.5874 -15.6885 16.7272
H -16.1092 -16.3771 16.5077
H -15.3376 -14.4684 18.7678
H -14.8768 -16.1826 18.5554
H -16.8968 -14.8533 20.5988
H -16.1645 -16.3573 20.7533
H -17.9492 -16.2153 20.4937
H -16.5837 -14.0715 15.4080
H -17.5478 -14.2441 16.7702
C -18.5850 -12.5544 12.7756
C -18.2581 -12.4094 11.2614
C -16.9286 -13.1282 10.9197
O -15.7953 -12.5173 11.5721
C -15.0013 -11.5847 10.8267
N -19.3330 -13.0425 10.5389
H -19.1234 -11.7006 13.1504
H -17.6746 -12.3982 13.3441
H -18.9844 -13.5241 13.0491
H -18.0500 -11.3341 11.0602
H -16.8349 -13.2129 9.8682
H -16.9939 -14.1152 11.3583
H -15.0652 -10.5844 11.3273
H -15.3705 -11.4420 9.7895
H -13.9813 -11.8579 10.9174
H -19.2637 -12.8681 9.5294
H -20.2288 -12.7564 10.8796
C -13.4521 -24.7716 18.4429
C -14.8933 -24.7478 17.8921
C -15.8343 -24.4717 19.1103
O -15.7071 -25.5980 20.0310
C -16.3830 -25.4437 21.2774
N -14.9410 -23.6958 16.8812
H -12.7586 -24.8997 17.6097
H -13.2534 -25.5085 19.2558
H -13.3595 -23.7789 18.9014
H -15.1850 -25.7245 17.4531
H -16.8450 -24.3716 18.7362
H -15.6034 -23.5038 19.5602
H -17.4285 -25.5818 21.1376
H -16.1289 -24.5378 21.8038
H -16.0567 -26.2616 21.9158
H -15.8960 -23.5698 16.4719
H -14.6959 -22.7894 17.3114
C -11.9427 -22.8439 9.7782
C -12.5115 -21.4792 9.4168
C -13.8886 -21.4163 8.7911
O -13.6669 -21.7236 7.4055
C -14.8295 -21.8019 6.6555
N -12.5460 -20.6236 10.6836
H -12.5006 -23.3605 10.5058
H -10.9255 -22.6415 10.1488
H -11.8867 -23.4076 8.7950
H -11.8852 -20.9905 8.6435
H -14.2124 -20.4219 8.8505
H -14.5942 -22.1219 9.2051
H -15.2488 -20.7776 6.4688
H -15.6011 -22.3674 7.1401
H -14.6515 -22.2104 5.6323
H -12.8429 -19.7131 10.3918
H -11.7050 -20.6309 11.1869
C -22.8089 -18.8274 10.8587
C -22.3045 -17.7398 9.8069
C -20.8071 -17.4520 10.0204
O -20.2540 -16.7193 8.9254
C -18.9321 -16.3006 9.0785
N -22.4816 -18.2301 8.4878
H -22.0597 -19.6264 10.9867
H -23.7325 -19.3038 10.4386
H -23.0622 -18.4453 11.8391
H -22.8715 -16.8270 9.8692
H -20.2614 -18.3527 10.0998
H -20.6438 -16.8744 10.9588
H -18.2215 -17.1091 9.2480
H -18.8401 -15.5249 9.8081
H -18.6322 -15.9227 8.1071
H -21.9831 -19.1239 8.3506
H -21.8933 -17.6469 7.9136
C -18.9248 -21.8748 17.7871
C -19.7810 -23.2108 17.9347
C -21.2157 -22.9464 18.1909
O -21.2332 -22.2377 19.4831
C -22.3889 -22.1491 20.2688
N -19.6217 -23.8802 16.6132
H -17.9610 -22.1000 17.3333
H -18.7945 -21.2983 18.7041
H -19.4052 -21.1731 17.0889
H -19.3582 -23.7616 18.8029
H -21.7697 -23.8856 18.3281
H -21.5760 -22.2966 17.4570
H -23.1650 -21.4936 19.7764
H -22.0176 -21.7581 21.1760
H -22.8453 -23.1050 20.6158
H -19.9742 -23.2439 15.8791
H -20.2313 -24.7005 16.4665
C -17.3110 -16.3680 13.1827
C -16.7000 -17.6401 13.8430
C -17.7270 -18.7774 13.7750
O -17.1917 -19.8584 14.4745
C -18.1268 -20.9809 14.4192
N -15.5573 -18.1059 13.1329
H -18.1673 -16.1665 13.8655
H -17.6841 -16.6624 12.2021
H -16.5205 -15.6400 13.1104
H -16.5270 -17.4560 14.8996
H -17.8141 -18.9495 12.6648
H -18.7257 -18.4924 14.2247
H -18.5535 -20.9907 13.3921
H -18.9899 -20.7992 15.1172
H -17.5497 -21.8973 14.7120
H -15.3306 -18.9883 13.5494
H -14.7640 -17.4608 13.1216
C -15.4495 -16.9931 9.9764
C -14.0256 -16.9525 9.4991
O -13.1875 -17.5046 10.5095
O -15.8533 -18.3206 10.1503
H -16.0649 -16.4030 9.2500
H -15.3976 -16.3423 10.8984
H -13.7302 -15.9276 9.4055
H -14.0127 -17.5095 8.6073
H -12.2825 -17.2850 10.2104
H -16.0472 -18.4484 11.1062
C -15.5204 -18.8152 17.7977
C -14.8424 -20.0288 18.2088
O -14.2289 -20.6699 17.1616
O -16.7166 -19.0978 17.0352
H -14.8743 -18.1101 17.2340
H -15.9229 -18.2990 18.6559
H -15.6290 -20.6928 18.5963
H -14.1136 -19.8169 19.0280
H -13.3762 -20.3234 16.9929
H -16.4707 -19.5183 16.1981
C -18.0738 -20.8577 8.5478
C -18.5150 -20.7292 9.9244
O -17.8750 -21.7201 10.7714
O -18.0116 -22.1953 8.1653
H -17.1226 -20.3567 8.3248
H -18.8381 -20.3154 7.9597
H -19.5769 -20.8070 10.0608
H -18.1798 -19.7460 10.2258
H -16.9724 -21.4013 10.9746
H -17.6088 -22.7106 8.9093
C -16.9466 -25.6282 14.6868
C -17.3139 -26.0979 13.2753
O -17.1183 -27.5264 13.0118
O -17.4053 -24.3136 14.9168
H -15.9023 -25.7283 15.0260
H -17.4968 -26.3063 15.3516
H -16.8858 -25.3942 12.5009
H -18.3836 -25.9709 13.1099
H -16.3226 -27.6651 12.5102
H -18.1452 -24.4009 15.5697
C -19.5471 -18.4036 18.2551
C -21.0104 -18.5118 18.6480
O -21.5635 -19.7648 18.4350
O -19.4419 -18.4063 16.8365
H -18.8957 -19.2253 18.6348
H -19.2927 -17.4620 18.6682
H -21.5222 -17.7675 18.0130
H -21.2344 -18.1317 19.6562
H -21.2185 -20.5042 18.9687
H -18.5616 -18.6753 16.5872
C -14.2600 -22.1568 13.9538
C -14.9835 -22.4617 12.6782
O -15.1626 -21.3269 11.8265
O -12.9080 -21.7353 13.6502
H -14.0579 -23.0690 14.5410
H -14.7272 -21.4204 14.5835
H -15.9821 -22.8786 12.8584
H -14.3982 -23.2902 12.2015
H -14.2823 -21.0446 11.5722
H -12.8418 -21.3237 12.7799
C -12.2311 -18.2604 13.7927
C -12.4220 -18.3430 15.3316
O -11.9563 -19.6846 15.7159
O -10.9223 -18.5229 13.4151
H -12.5233 -17.2957 13.4272
H -12.8899 -19.0055 13.3536
H -13.4396 -18.2274 15.6082
H -11.7844 -17.5972 15.8908
H -12.3430 -20.2831 15.0291
H -10.6531 -19.1834 14.0532
```

Calculated values
E_HOMO = -8.90 eV
Total charge = 0
Spin multiplicity = 1
Gap between HOMO and LUMO = 9.28 eV
Max |F| = 3.4 eV/A

=====

Below is a molecular structure, C50H26ClCrF18GeN7O3S3, with properties calculated with the ωB97M-V functional and the def2-TZVPD basis.

The geometry in XYZ format:
```
110
Properties=species:S:1:pos:R:3
Cr -0.3653 0.5387 1.4069
C -4.0059 -0.5301 -0.4614
C -4.7541 -1.2235 0.4931
C -4.1922 -1.4236 1.7222
C -2.9094 -0.9058 2.0285
N -2.1777 -0.2500 1.0873
C -2.7590 -0.0827 -0.1186
N -2.5141 -1.0931 3.3009
C -1.4669 -0.5577 3.8535
N -0.4916 0.2374 3.2849
C 0.3356 0.6869 4.2968
N 1.2313 1.6479 4.2258
C 1.6806 2.2735 3.1799
C 2.3806 3.4969 3.3964
C 2.6609 4.3389 2.3734
C 2.1600 3.9915 1.0741
C 1.6530 2.7765 0.8347
N 1.6744 1.7036 1.8135
C -0.0867 0.1175 5.5509
C 0.3619 0.2726 6.8612
C -0.3524 -0.3475 7.8698
C -1.4956 -1.1091 7.5959
C -1.9401 -1.2742 6.2963
C -1.2184 -0.6664 5.2792
H -4.3986 -0.3245 -1.4474
H -5.7542 -1.5753 0.2729
H -4.7053 -1.9397 2.5205
H -2.1746 0.4467 -0.8503
H 2.5856 3.7575 4.4260
H 3.1641 5.2823 2.5369
H 2.1581 4.7283 0.2805
H 1.2261 2.5317 -0.1216
H 1.2298 0.8831 7.0737
H -0.0373 -0.2270 8.8997
H -2.0414 -1.5560 8.4180
H -2.8350 -1.8395 6.0681
C 1.4626 -6.2482 -0.1589
C 0.4974 -5.3205 0.4991
C -0.6842 -5.6683 1.0860
C -1.4647 -4.6483 1.6844
N -1.0738 -3.3911 1.7086
C 0.0920 -3.0514 1.1608
S 0.8066 -1.5381 1.2243
N 0.8466 -4.0155 0.5154
C -2.7598 -4.9453 2.3641
H 1.1318 -7.2801 -0.0796
H 2.4414 -6.1459 0.3130
H 1.5716 -5.9865 -1.2133
H -1.0147 -6.6959 1.1064
H 1.7303 -3.7025 0.1316
H -2.9019 -6.0144 2.5130
H -3.5865 -4.5499 1.7710
H -2.7778 -4.4206 3.3188
Cl 4.6082 -1.7124 1.9752
C 4.4456 -0.7195 0.5513
C 5.1275 -1.1667 -0.5723
C 5.2143 -0.3664 -1.6951
C 4.6348 0.8893 -1.6724
C 3.9307 1.3100 -0.5597
C 3.7620 0.5040 0.5693
C 3.0658 1.0289 1.8133
H 5.6088 -2.1362 -0.5471
H 5.7284 -0.7229 -2.5781
H 4.7327 1.5520 -2.5239
H 3.4912 2.2944 -0.5621
H 3.7337 1.8068 2.1996
H 3.0114 0.2379 2.5570
F -0.8906 4.2308 3.2766
C -2.0965 3.7290 2.9905
F -2.2817 2.6370 3.7482
F -3.0153 4.6309 3.3506
S -2.2232 3.2410 1.2022
O -2.1155 4.4683 0.4756
O -3.4647 2.5279 1.1365
O -0.9984 2.4115 1.0626
F -2.2133 2.8389 -1.7658
C -2.4401 2.7577 -3.0709
C -1.6464 1.9241 -3.8354
C -1.9000 1.8614 -5.1918
F -1.1426 1.0670 -5.9673
C -2.9173 2.5859 -5.7818
F -3.1554 2.5039 -7.0949
C -3.7010 3.4100 -4.9910
F -4.6864 4.1131 -5.5448
C -3.4668 3.5025 -3.6289
F -4.2364 4.2963 -2.8888
Ge -0.1441 0.8356 -3.0709
S 0.3635 0.3280 -1.0624
C 1.3497 1.6741 -4.1235
C 1.6214 2.9912 -3.7847
F 0.7972 3.6064 -2.9235
C 2.6914 3.6983 -4.2971
F 2.9088 4.9716 -3.9664
C 3.5498 3.0607 -5.1778
F 4.5939 3.7133 -5.6813
C 3.3055 1.7506 -5.5489
F 4.1268 1.1466 -6.4141
C 2.2076 1.0817 -5.0336
F 1.9767 -0.1536 -5.4895
C -0.4550 -1.0253 -3.7701
C -1.6987 -1.5354 -4.0962
F -2.7435 -0.7064 -4.2394
C -1.9319 -2.8893 -4.2727
F -3.1393 -3.3411 -4.6263
C -0.9036 -3.7860 -4.0581
F -1.1143 -5.0973 -4.1901
C 0.3447 -3.3188 -3.6860
F 1.3290 -4.1941 -3.4233
C 0.5516 -1.9594 -3.5638
F 1.7664 -1.5511 -3.2034
```

Calculated values
E_HOMO (spin up / spin down) = -3.24 / -3.18 eV
Total charge = -1
Spin multiplicity = 2
Gap between HOMO and LUMO (spin up / spin down) = 4.56 / 4.47 eV
Max |F| = 0.9 eV/A
<S²> = 0.776

=====

Below is a molecular structure, C50H28BrI5IrN4 at a distorted geometry, with properties calculated with the ωB97M-V functional and the def2-TZVPD basis.

The geometry in XYZ format:
```
89
Properties=species:S:1:pos:R:3
Ir 12.8662 17.7516 11.3126
I 19.4401 15.0322 18.1434
C 17.9435 15.4363 16.7009
C 18.1369 14.9487 15.4100
C 17.2165 15.2928 14.4673
C 16.1520 16.2128 14.6212
C 15.9740 16.6539 15.9771
C 16.8429 16.2515 16.9723
C 15.2225 16.5743 13.6052
C 13.9260 16.0739 13.7131
C 13.4851 15.0903 14.5911
C 12.1830 14.8040 14.1876
C 11.8348 15.6018 13.1535
C 10.5225 15.6627 12.3901
C 9.9133 14.4980 11.9314
C 10.5848 13.2072 12.0620
C 10.0271 12.2034 11.3062
C 8.8909 12.3622 10.5442
I 8.1616 10.6525 9.6587
C 8.2526 13.5493 10.4934
C 8.6710 14.6796 11.1351
C 10.1239 17.0137 12.0825
N 10.9070 17.9186 11.4708
C 10.1434 19.0809 11.2129
C 10.5732 20.1610 10.4621
C 9.7214 21.3469 10.4225
C 8.4010 21.2887 9.9314
C 7.6580 22.4635 9.9870
C 8.1462 23.6078 10.5285
I 6.8738 25.2070 10.9472
C 9.4622 23.6629 10.8947
C 10.2211 22.5384 10.8363
C 11.7424 20.1326 9.7116
C 12.1034 21.0978 8.6940
C 13.4200 20.9466 8.4459
C 13.9060 19.9069 9.4121
N 12.8565 19.2949 10.0618
C 15.2478 19.5496 9.7108
C 15.6265 18.7168 10.7416
C 16.9895 18.5891 11.1674
C 16.9884 17.8242 12.2980
C 15.5496 17.4198 12.5784
N 14.7589 17.9866 11.5095
C 16.2934 20.2890 8.9501
C 16.6690 19.9923 7.6358
C 17.6227 20.7785 6.9874
C 18.2129 21.8648 7.6290
I 19.5576 22.9955 6.6533
C 17.8187 22.2324 8.9240
C 16.8538 21.4654 9.5168
C 8.8042 18.9118 11.8010
C 8.8151 17.6195 12.3438
N 12.8868 16.4778 12.8560
H 18.9664 14.3336 15.3867
H 17.2597 14.8714 13.5174
H 15.0490 17.1754 16.2810
H 16.7261 16.6268 17.9902
H 14.2053 14.7666 15.3160
H 11.4890 14.0892 14.5827
H 11.4451 13.0391 12.5732
H 10.4825 11.2321 11.3201
H 7.3985 13.4932 9.8217
H 8.0647 15.5521 10.9841
H 7.8231 20.4468 9.5873
H 6.6338 22.3879 9.6689
H 9.9059 24.6176 11.2482
H 11.2603 22.7260 11.1174
H 11.5015 21.8281 8.1563
H 13.9971 21.4283 7.6886
H 17.8912 18.9792 10.7534
H 17.9040 17.6628 12.8503
H 16.2038 19.1363 7.1455
H 17.9422 20.5712 5.9316
H 18.3144 23.1587 9.3902
H 16.5282 21.7689 10.5002
H 8.0952 19.7066 11.7784
H 8.0166 17.0821 12.8345
Br 14.8446 12.9696 7.1106
C 14.1880 12.1814 8.6121
C 13.6853 10.8926 8.5099
C 13.1139 10.1937 9.5984
C 13.2334 10.7665 10.8669
C 13.7451 12.0605 11.0250
C 14.1622 12.7773 9.8964
I 14.4202 14.8106 10.2187
H 13.6955 10.5176 7.5228
H 12.6946 9.2611 9.3268
H 12.8919 10.2646 11.8201
H 13.6884 12.5856 11.9343
```

Calculated values
E_HOMO (spin up / spin down) = -11.35 / -12.24 eV
Total charge = +2
Spin multiplicity = 6
Gap between HOMO and LUMO (spin up / spin down) = 5.24 / 2.52 eV
Max |F| = 5.2 eV/A
<S²> = 8.970